[1]
This record from OMol25 describes a structure of composition C6H8ClCrO6 at a distorted geometry. The level of theory is ωB97M-V with the def2-TZVPD basis set.

## Properties
Gap between HOMO and LUMO (spin up / spin down): 7.831 / 9.410 eV
E_LUMO (spin up / spin down): -0.2333 / -0.1875 Ha
Multiplicity: 5
Total charge: +1
Largest force on an atom: 6.9 eV Å⁻¹

Cartesian coordinates (Å):
O 3.9246 -6.5657 -7.2157
C 4.3414 -6.2400 -5.9409
C 2.1696 -5.3955 -11.6246
H 2.5039 -6.2831 -4.7665
O 3.3180 -6.1847 -13.4564
H 2.3465 -4.3342 -13.6478
H 1.3849 -5.8570 -13.5584
Cl 2.8765 -11.2656 -11.8396
H 1.1759 -5.6443 -11.4126
H 5.4107 -6.3434 -5.7785
Cr 3.5695 -9.5466 -10.4866
O 4.6340 -7.5688 -12.2398
H 3.8280 -7.3992 -4.1936
O 2.7447 -7.9641 -5.9640
O 2.9510 -6.4982 -11.2546
O 2.8917 -8.3101 -8.1643
C 3.7136 -6.8651 -12.2906
C 2.2250 -5.3692 -13.1270
C 3.2784 -6.9393 -5.0574
H 2.4820 -4.5025 -11.0990
H 4.2185 -5.1049 -5.7791
C 3.1598 -7.7284 -7.2070

---

[2]
This record from OMol25 describes the molecule C6H8ClN at a distorted geometry. The level of theory is ωB97M-V with the def2-TZVPD basis set.

## Properties
Gap between HOMO and LUMO: 9.910 eV
E_LUMO: 0.0253 Ha
Relative energy (zero: lowest compared OMol25 entry of this formula, charge and spin): 142.06 kJ/mol
Structure (SMILES): [H]/N=C(\C)C(=C)C(=C)Cl
Largest force on an atom: 4.1 eV Å⁻¹

Cartesian coordinates (Å):
C 0.8613 2.2358 -0.1420
H 2.3308 -1.2877 0.5710
H -1.8806 -2.1443 -0.1466
C -1.5331 -1.2188 -0.7697
H -0.2015 2.2141 -0.5163
H 0.6964 -2.3392 0.4738
H -2.5041 -0.8699 -1.1624
H 1.4601 3.0914 -0.0990
C 1.2917 -1.4021 0.4115
C 0.6691 -0.2436 0.2322
H -0.7684 -1.5786 -1.4733
C 1.3350 1.1205 0.2732
C -0.8663 -0.1860 0.0543
N -1.3826 0.7641 0.7052
Cl 2.9847 1.0962 0.9717
H -2.4926 0.7480 0.6164

---

- Look up the largest force on an atom of the first one.
  6.9 eV Å⁻¹